Entry 1:
ORCA calculation (ωB97M-V/def2-TZVPD) on CHO2Sm as an isolated structure in a non-equilibrium geometry.

Calculated values
Orbital gap (spin up / spin down)   8.07 / 9.23 eV
ΔE to the lowest compared entry with this formula, charge and spin   0.0 kcal per mole
Total charge   +1
⟨S²⟩   12.008
2S+1   7

Last column: Mulliken charge in e.
Cartesian coordinates (Å):
1 Sm 1.336 0.612 0.045  1.619
2 O -1.137 0.542 -0.009  -0.702
3 O -0.115 -1.395 -0.010  -0.703
4 C -1.174 -0.712 -0.162  0.400
5 H -2.081 -1.297 0.124  0.387

Cartesian forces, eV/Å:
-1.6307 -0.9577 -0.0184
0.3860 0.5634 -1.2642
1.1616 0.4181 -1.3015
0.2694 -0.5980 4.0066
-0.1863 0.5742 -1.4226

=====

Entry 2:
ORCA calculation (ωB97M-V/def2-TZVPD) on CHO2Sr as an isolated structure in a non-equilibrium geometry.

Calculated values
Orbital gap   8.12 eV
ΔE to the lowest compared entry with this formula, charge and spin   24.4 kcal per mole
Total charge   +1

Last column: Mulliken charge in e.
Cartesian coordinates (Å):
1 Sr 1.281 -0.121 0.074  1.860
2 O -0.633 -1.202 -0.146  -0.802
3 O -0.726 1.055 0.077  -0.573
4 C -1.653 0.279 -0.028  0.260
5 H -1.116 -1.992 0.105  0.255

Cartesian forces, eV/Å:
0.1552 -0.1667 -0.0461
0.3074 -1.1970 0.1445
-2.1587 0.0825 -0.1995
1.9116 1.4120 0.3047
-0.2155 -0.1309 -0.2036

=====

Entry 3:
ORCA calculation (ωB97M-V/def2-TZVPD) on CHO3PS2 as an isolated structure in a non-equilibrium geometry.

Calculated values
Orbital gap   5.90 eV
ΔE to the lowest compared entry with this formula, charge and spin   49.0 kcal per mole
Total charge   -2

Last column: Mulliken charge in e.
Cartesian coordinates (Å):
1 S 2.491 -0.827 0.337  -0.519
2 S -0.500 2.857 0.967  -0.862
3 P -0.031 0.569 -0.430  0.468
4 O -0.029 -1.653 0.975  -0.671
5 O -1.486 -0.216 -0.653  -0.521
6 O 0.627 0.851 -1.741  -0.616
7 C 0.840 -0.874 0.437  0.383
8 H -1.914 -0.707 0.107  0.338

Cartesian forces, eV/Å:
0.8091 -0.5887 0.2589
0.3763 -2.6278 -1.3702
-0.7232 1.5295 0.7044
2.5588 1.1528 -0.8803
-0.8007 0.2471 0.3314
-0.8101 0.0207 0.3712
-3.0326 -0.7812 1.5504
1.6224 1.0477 -0.9657

=====

Entry 4:
ORCA calculation (ωB97M-V/def2-TZVPD) on CHO3Rb as an isolated structure in a non-equilibrium geometry.

Calculated values
Orbital gap   3.88 eV
ΔE to the lowest compared entry with this formula, charge and spin   52.3 kcal per mole

Last column: Mulliken charge in e.
Cartesian coordinates (Å):
1 Rb -4.176 -2.375 -0.339  0.986
2 O 0.383 -1.009 -0.297  -0.740
3 O 1.447 0.147 1.182  -0.717
4 O 0.578 1.226 -0.588  -0.468
5 C 0.849 0.074 0.082  0.621
6 H 0.920 1.937 -0.040  0.318

Cartesian forces, eV/Å:
0.5316 0.1822 0.0175
-1.1258 -0.2262 -2.1846
0.5998 1.5783 -0.2699
-0.3801 0.5407 -1.1241
0.1279 -2.0046 3.3561
0.2466 -0.0704 0.2049

=====

Entry 5:
ORCA calculation (ωB97M-V/def2-TZVPD) on an isolated ion of composition CHO4PS and charge -2 in a non-equilibrium geometry.

Calculated values
Orbital gap   5.82 eV
ΔE to the lowest compared entry with this formula, charge and spin   10.9 kcal per mole
Total charge   -2
SMILES   O=P([O-])([O-])OC=S

Last column: Mulliken charge in e.
Cartesian coordinates (Å):
1 S -1.125 0.975 -2.289  -0.506
2 P 1.796 -0.494 0.201  0.916
3 O 1.671 0.820 0.975  -0.798
4 O 2.443 -0.270 -1.141  -0.745
5 O 2.023 -1.813 0.875  -0.794
6 O -0.010 -0.671 -0.428  -0.386
7 C -0.153 0.576 -0.978  -0.057
8 H 0.378 1.266 -0.408  0.370

Cartesian forces, eV/Å:
0.1872 -0.2090 0.5234
0.4611 0.7397 -0.2180
0.0536 -1.1285 0.5728
0.1825 -0.3195 -0.1864
-0.2461 0.1770 0.3916
0.1287 3.6532 -1.6626
-1.7253 -4.5384 0.0303
0.9581 1.6255 0.5489

=====

Entry 6:
ORCA calculation (ωB97M-V/def2-TZVPD) on a 2-piece molecular cluster, CHO5S overall in a non-equilibrium geometry.

Calculated values
Orbital gap (spin up / spin down)   9.03 / 7.43 eV
ΔE to the lowest compared entry with this formula, charge and spin   205.4 kcal per mole
Total charge   -1

Last column: Mulliken charge in e.
Cartesian coordinates (Å):
1 S 0.453 0.737 -0.709  1.112
2 O 1.400 1.466 0.110  -0.634
3 O 1.019 -0.134 -1.704  -0.634
4 O -0.719 1.484 -1.125  -0.614
5 O -0.708 0.203 1.734  -0.231
6 O -1.660 -0.302 0.792  -0.229
7 C -0.337 -0.387 0.592  0.212
8 H 0.553 -3.067 0.310  0.019

Cartesian forces, eV/Å:
-0.3811 0.1786 0.3365
0.1362 -0.0412 -0.0548
0.1289 -0.2779 -0.1681
0.2173 0.0334 -0.1138
1.2296 0.8258 2.0728
-2.0888 -1.0671 -1.1435
0.8485 0.0455 -0.9785
-0.0907 0.3028 0.0494

=====

Entry 7:
ORCA calculation (ωB97M-V/def2-TZVPD) on a 2-piece molecular cluster, CHPS3 overall in a non-equilibrium geometry.

Calculated values
Orbital gap   7.23 eV
ΔE to the lowest compared entry with this formula, charge and spin   11.5 kcal per mole

Last column: Mulliken charge in e.
Cartesian coordinates (Å):
1 S -2.342 1.720 0.462  -0.237
2 S 1.735 -1.717 0.141  -0.196
3 S -1.770 -1.145 -0.666  -0.222
4 P 2.699 -0.018 -0.016  0.154
5 C -2.109 0.258 -0.110  0.452
6 H 1.787 0.901 0.189  0.050

Cartesian forces, eV/Å:
0.0997 -1.5565 -0.5882
0.5190 1.2038 -0.0381
-0.2774 0.2220 0.0854
1.9931 -3.1934 -0.4857
0.1183 1.3560 0.4850
-2.4528 1.9682 0.5417

=====

Entry 8:
ORCA calculation (ωB97M-V/def2-TZVPD) on CHfMnNiO11P2 as an isolated structure in a non-equilibrium geometry.

Calculated values
Orbital gap (spin up / spin down)   6.97 / 5.85 eV
Total charge   +1
⟨S²⟩   20.439
2S+1   9

Last column: Mulliken charge in e.
Cartesian coordinates (Å):
1 Hf -12.581 9.904 -24.017  1.476
2 Ni -11.048 6.294 -21.540  0.681
3 Mn -15.191 10.358 -21.499  1.164
4 P -14.697 12.528 -23.455  0.556
5 P -10.513 12.065 -24.115  1.051
6 O -13.318 9.323 -21.053  -0.466
7 O -10.965 13.435 -24.368  -0.465
8 O -13.995 11.205 -22.927  0.153
9 O -15.773 11.807 -22.609  -0.660
10 O -15.793 12.295 -24.484  -0.210
11 O -11.862 8.496 -22.234  -0.870
12 O -11.204 11.295 -23.038  -0.327
13 O -12.249 7.556 -20.523  -0.728
14 O -10.802 10.920 -25.164  -0.683
15 O -13.937 11.771 -24.498  -0.404
16 O -9.069 12.268 -23.649  -0.345
17 C -12.460 8.565 -21.148  1.077

Cartesian forces, eV/Å:
5.6277 6.6843 3.7600
-0.6042 1.1108 0.5756
1.9268 1.1913 -1.0230
-4.0195 1.5261 2.5746
1.3388 -0.1776 -1.6602
-9.3924 8.4698 2.2144
-0.4708 1.0118 -0.5998
7.2322 -8.4616 6.8268
-6.2393 1.0067 7.4323
-4.3747 3.0625 -5.2543
3.4786 2.1105 -10.1222
-4.8203 -3.5023 3.9124
1.0800 -4.3111 5.1428
-2.2490 -1.8771 -1.2723
8.1571 -1.9560 -11.0087
0.6674 -0.0246 -0.4831
2.6614 -5.8635 -1.0152

=====

Entry 9:
ORCA calculation (ωB97M-V/def2-TZVPD) on a 2-piece molecular cluster, CI2OS overall in a non-equilibrium geometry.

Calculated values
Orbital gap (spin up / spin down)   5.11 / 5.10 eV
ΔE to the lowest compared entry with this formula, charge and spin   68.6 kcal per mole

Last column: Mulliken charge in e.
Cartesian coordinates (Å):
1 I -0.334 0.540 1.740  0.364
2 I -0.478 -0.527 -2.025  0.205
3 S -2.518 -0.081 1.861  -0.393
4 O 2.249 -0.039 -0.818  -0.245
5 C 1.081 0.107 -0.759  0.067

Cartesian forces, eV/Å:
0.9389 0.1163 -0.5323
-0.1957 0.0313 -0.3682
0.1322 -0.0623 -0.4101
-2.9216 0.7895 0.2654
2.0462 -0.8749 1.0451

=====

Entry 10:
ORCA calculation (ωB97M-V/def2-TZVPD) on CI3NS2 as an isolated structure in a non-equilibrium geometry.

Calculated values
Orbital gap   6.27 eV
ΔE to the lowest compared entry with this formula, charge and spin   71.5 kcal per mole

Last column: Mulliken charge in e.
Cartesian coordinates (Å):
1 I 1.548 2.772 0.752  0.177
2 I -3.446 0.595 -0.037  -0.260
3 I 2.413 -0.534 -0.429  0.175
4 S -0.485 -2.266 0.652  -0.135
5 S -0.780 0.749 0.018  0.262
6 N 0.922 0.958 0.057  -0.542
7 C -0.930 -0.811 0.325  0.323

Cartesian forces, eV/Å:
-0.0269 -0.2729 0.0698
-0.5323 -0.6731 0.0162
-0.9544 1.3237 0.2517
-0.8131 0.8703 -0.2792
0.3048 0.8823 -0.3716
1.9817 -1.0300 -0.4234
0.0401 -1.1002 0.7365

=====

Entry 11:
ORCA calculation (ωB97M-V/def2-TZVPD) on CI3O2S as an isolated structure in a non-equilibrium geometry.

Calculated values
Orbital gap (spin up / spin down)   6.55 / 6.55 eV
ΔE to the lowest compared entry with this formula, charge and spin   36.9 kcal per mole
Total charge   -1

Last column: Mulliken charge in e.
Cartesian coordinates (Å):
1 I 1.375 0.033 2.410  -0.410
2 I -2.102 0.855 1.209  0.177
3 I 0.623 2.250 -0.762  0.163
4 S 0.117 -1.217 -0.431  0.685
5 O -1.101 -1.105 -1.364  -0.577
6 O 1.413 -1.353 -1.111  -0.523
7 C -0.325 0.537 0.049  -0.515

Cartesian forces, eV/Å:
-0.3385 0.3344 -0.5152
0.6387 -0.1614 -0.8394
-0.4949 -0.5584 -0.0977
-1.5278 -1.3472 -0.9380
1.4341 -0.0002 0.4019
-0.8046 0.9437 0.1082
1.0929 0.7892 1.8802

=====

Entry 12:
ORCA calculation (ωB97M-V/def2-TZVPD) on CLiO2Sr as an isolated structure in a non-equilibrium geometry.

Calculated values
Orbital gap   6.17 eV
ΔE to the lowest compared entry with this formula, charge and spin   0.0 kcal per mole
Total charge   +1

Last column: Mulliken charge in e.
Cartesian coordinates (Å):
1 Sr 3.104 -0.764 0.612  1.545
2 O -2.723 0.150 0.057  -0.177
3 O 0.740 -0.309 0.274  -1.258
4 C -1.554 0.104 -0.008  0.065
5 Li 0.433 0.818 -0.935  0.825

Cartesian forces, eV/Å:
-3.1803 0.3145 -0.1290
4.9009 -0.6089 0.1973
5.1414 -0.6509 0.3738
-6.1730 1.1023 -0.6516
-0.6890 -0.1571 0.2095